i | The following is a DFT calculation (ωB97M-V/def2-TZVPD) of an isolated molecule of C5H13NS.

XYZ file:
```
20
C5H13NS, DFT ωB97M-V/def2-TZVPD
C -0.96455 1.25878 0.69561
N -1.25452 -0.00131 0.13490
C -2.39401 -0.04750 -0.83572
C 0.08430 -0.53061 -0.48005
C 1.40178 0.17240 -0.30126
C 2.51425 -0.76549 0.31830
S 1.80940 -1.59278 1.87724
H -0.22364 1.04558 1.38415
H -0.57008 2.09166 0.01133
H -1.81760 1.75742 1.08686
H -2.32952 0.77132 -1.62846
H -2.55691 -1.09965 -1.15709
H -3.37715 0.16037 -0.26621
H -0.04027 -1.61671 -0.22253
H -0.09381 -0.45643 -1.52166
H 1.71963 0.49911 -1.35327
H 1.33627 1.10874 0.23992
H 2.61038 -1.61409 -0.37409
H 3.41264 -0.24976 0.48777
H 0.73341 -0.89105 1.90426
```

Values from the calculation:
E_HOMO: -0.3097 Eh
charge: 0
HOMO-LUMO gap: 9.423 eV
SMILES string: CN(C)CCCS

ii | The following is a DFT calculation (ωB97M-V/def2-TZVPD) of a cluster of 2 separate species, C5H13NS in total.

XYZ file:
```
20
C5H13NS, DFT ωB97M-V/def2-TZVPD
C 3.40153 -0.47336 0.28149
C -2.46852 -0.73947 -0.56012
C -1.46988 1.17041 0.80411
C 0.37852 -0.87615 -0.02068
C -1.38012 0.26758 -0.38763
N 1.64514 1.22392 -0.97457
S 1.83615 0.13610 0.08811
H 3.75902 -0.85997 -0.66520
H 3.40896 -1.21718 1.06692
H -2.55990 -1.38015 0.31478
H -2.29716 -1.35811 -1.43825
H -3.42067 -0.21728 -0.69034
H -2.32454 1.83983 0.69333
H -1.60292 0.60529 1.72443
H -0.57578 1.78305 0.88459
H 0.42216 -1.52413 -0.88459
H 0.19567 -1.39486 0.90938
H -1.04724 0.76549 -1.28848
H 2.52628 1.62889 -1.25074
H 1.57330 0.62009 1.39347
```

Values from the calculation:
E_HOMO: -0.2866 Eh
charge: 0
HOMO-LUMO gap: 8.573 eV

Which structure wins on stability? i wins.

i | The following is a DFT calculation (ωB97M-V/def2-TZVPD) of a cluster of 2 separate species, C3H11N2OS in total.

XYZ file:
```
18
C3H11N2OS, DFT ωB97M-V/def2-TZVPD
C 1.58467 -1.04518 -0.21159
C 1.26479 0.02259 -1.27169
S -0.17698 -0.42578 -2.33268
N 1.09666 -0.78889 1.13694
C -0.36410 -0.89523 1.33022
N -1.00575 0.32858 1.70405
H 2.66099 -1.17541 -0.14694
H 1.21389 -2.01995 -0.50105
H 0.96080 0.92231 -0.71596
H 2.14232 0.31267 -1.85442
H 1.39348 0.11414 1.45192
H -0.78486 -1.25186 0.40110
H -0.51709 -1.67989 2.07730
H -0.75615 1.04015 1.03670
H -0.76344 0.60769 2.63936
H -3.05924 1.35665 -1.33593
H -1.99273 2.39644 -1.57744
O -2.89726 2.18098 -1.82990
```

Values from the calculation:
E_HOMO: -0.0941 Eh
charge: -1
HOMO-LUMO gap: 6.498 eV

ii | The following is a DFT calculation (ωB97M-V/def2-TZVPD) of a cluster of 2 separate species, C3H11N2OS in total.

XYZ file:
```
18
C3H11N2OS, DFT ωB97M-V/def2-TZVPD
C -0.51611 -1.19113 2.28475
C 0.89366 -1.29143 1.73509
S 1.34662 0.03764 0.57013
N -1.46632 -1.33371 1.20357
H -0.63097 -0.24488 2.82848
H -0.65118 -2.00214 3.01305
H 0.97201 -2.24975 1.21624
H 1.59308 -1.29130 2.56815
H -1.16545 -0.73047 0.44681
H -2.40481 -1.08600 1.47398
N -0.30827 2.28334 -1.60598
C -0.85249 1.07293 -2.18113
O 0.05627 0.01196 -2.33209
H 0.20480 2.03995 -0.76567
H 0.30629 2.72040 -2.27593
H -1.70796 0.76454 -1.57543
H -1.21752 1.29607 -3.18683
H 0.40327 -0.20091 -1.43368
```

Values from the calculation:
E_HOMO: -0.1140 Eh
charge: -1
HOMO-LUMO gap: 7.210 eV

Which structure wins on stability? ii wins.

i | The following is a DFT calculation (ωB97M-V/def2-TZVPD) of an isolated molecule of C5H11P.

XYZ file:
```
17
C5H11P, DFT ωB97M-V/def2-TZVPD
C -1.91576 1.03690 -0.27132
C -1.15309 0.15063 -0.88172
C 0.06267 -0.65405 -0.00544
C -0.22612 -2.09770 0.09056
P 1.69083 -0.05392 -0.62366
C 1.57811 1.51793 0.28038
H -2.72369 1.47289 -0.81258
H -1.79226 1.22809 0.74893
H -1.40590 -0.24544 -1.87383
H -0.02249 -0.03134 0.91335
H 0.07185 -2.73286 -0.71030
H -1.28851 -2.12222 0.02069
H -0.03679 -2.58536 1.06995
H 2.35654 -0.51630 0.47471
H 0.97069 2.42782 -0.07668
H 2.55613 1.93788 0.38784
H 1.27777 1.26703 1.26912
```

Values from the calculation:
E_HOMO: -0.3326 Eh
charge: 0
HOMO-LUMO gap: 10.202 eV
SMILES string: C=C[C@@H](C)PC

ii | The following is a DFT calculation (ωB97M-V/def2-TZVPD) of a cluster of 2 separate species, C5H11P in total.

XYZ file:
```
17
C5H11P, DFT ωB97M-V/def2-TZVPD
C 1.16843 -1.46793 2.01645
C 1.26986 -1.41631 0.74752
C 1.87197 -1.61672 -0.56414
C -0.11006 1.91116 -0.91848
C -2.66707 0.92346 0.00228
P -0.88105 1.04229 0.57384
H 0.25344 -0.97235 2.42839
H 1.70629 -2.30744 2.63942
H 2.54606 -2.52792 -0.46182
H 2.62155 -0.81584 -0.83069
H 1.17055 -1.71590 -1.38091
H -0.16704 1.43932 -1.86360
H 0.93898 2.23835 -0.54648
H -0.69535 2.81052 -0.97699
H -2.83338 1.85583 -0.50168
H -3.47943 0.42329 0.61967
H -2.71375 0.19621 -0.98278
```

Values from the calculation:
E_HOMO (alpha / beta): -0.2652 / -0.2764 Eh
charge: 0
HOMO-LUMO gap (alpha / beta): 7.056 / 8.267 eV

iii | The following is a DFT calculation (ωB97M-V/def2-TZVPD) of a cluster of 2 separate species, C5H11P in total.

XYZ file:
```
17
C5H11P, DFT ωB97M-V/def2-TZVPD
C 0.12539 1.35646 0.57557
P -0.56733 -0.13843 0.82351
C -2.19756 -0.07653 -0.02471
C -2.73683 0.99002 -0.60371
C -2.91387 -1.40075 -0.01166
H 1.10253 1.54211 0.99454
H -0.32110 2.16678 0.02666
H -3.70490 0.93329 -1.07473
H -2.25238 1.94958 -0.63940
H -2.46853 -2.07409 0.71944
H -2.83988 -1.87205 -0.99094
H -3.96779 -1.26874 0.22176
C 4.54814 -0.42121 -0.00228
H 5.35605 0.18896 0.38042
H 4.96172 -1.27415 -0.52558
H 3.94737 0.16256 -0.68805
H 3.92898 -0.76381 0.81917
```

Values from the calculation:
E_HOMO: -0.3299 Eh
charge: 0
HOMO-LUMO gap: 8.884 eV
SMILES string: C=PC(=C)C.C

Which structure wins on stability? iii wins.

i | The following is a DFT calculation (ωB97M-V/def2-TZVPD) of a cluster of 2 separate species, C3H3OP in total.

XYZ file:
```
8
C3H3OP, DFT ωB97M-V/def2-TZVPD
C -0.07455 -1.68984 0.38086
C -0.02860 -1.19320 -0.85837
C -0.56735 -0.36696 0.18776
O 0.03905 2.72088 0.59257
P 1.10949 1.58657 0.60019
H -0.12156 -2.43788 1.16583
H 0.20549 -1.08478 -1.87216
H -0.56198 2.46519 -0.19668
```

Values from the calculation:
E_HOMO (alpha / beta): -0.2449 / -0.2597 Eh
charge: 0
HOMO-LUMO gap (alpha / beta): 6.417 / 6.746 eV

ii | The following is a DFT calculation (ωB97M-V/def2-TZVPD) of a structure of composition C3H3OP.

XYZ file:
```
8
C3H3OP, DFT ωB97M-V/def2-TZVPD
C -0.16122 1.24437 -0.39362
C 0.99024 -0.68925 0.11981
C -0.58794 -0.52559 0.18825
O 1.61951 -1.63468 -0.26073
P 1.43125 1.06162 0.11587
H -1.00307 1.92176 -0.45034
H -1.06255 -0.18582 1.12093
H -1.22623 -1.19241 -0.44017
```

Values from the calculation:
E_HOMO: -0.3389 Eh
charge: 0
HOMO-LUMO gap: 8.575 eV

iii | The following is a DFT calculation (ωB97M-V/def2-TZVPD) of an isolated molecule of C3H3OP.

XYZ file:
```
8
C3H3OP, DFT ωB97M-V/def2-TZVPD
C 0.55065 1.36192 0.22944
C 1.29719 0.33560 -0.25717
C -0.81739 1.31110 -0.03396
O -1.46620 -1.13057 -0.04028
P -2.16548 0.39872 0.03734
H 0.99746 2.07147 0.83431
H 1.47917 -0.28244 -1.22012
H -1.86481 -1.79079 0.47252
```

Values from the calculation:
E_HOMO (alpha / beta): -0.3166 / -0.3126 Eh
charge: 0
HOMO-LUMO gap (alpha / beta): 7.615 / 8.361 eV

Which structure wins on stability? ii wins.

i | The following is a DFT calculation (ωB97M-V/def2-TZVPD) of an isolated molecule of C3H9NOS.

XYZ file:
```
15
C3H9NOS, DFT ωB97M-V/def2-TZVPD
O -2.42688 0.40171 1.98125
C -1.12847 0.74687 1.47434
N -0.70044 -0.16139 0.47388
C 0.08185 0.24844 -0.71223
C 1.37256 -0.59713 -0.80747
S 1.74031 -0.97071 -2.55458
H -2.71813 -0.32412 1.41059
H -1.32664 1.71236 0.99565
H -0.43427 0.88376 2.25871
H -0.52689 -1.10861 0.76982
H -0.53033 -0.05104 -1.54387
H 0.35498 1.28974 -0.57133
H 2.19015 -0.25095 -0.17788
H 1.18176 -1.55602 -0.32176
H 2.87045 -0.26290 -2.67512
```

Values from the calculation:
E_HOMO: -0.3291 Eh
charge: 0
HOMO-LUMO gap: 9.817 eV
SMILES string: OCNCCS

ii | The following is a DFT calculation (ωB97M-V/def2-TZVPD) of a structure of composition C3H9NOS.

XYZ file:
```
15
C3H9NOS, DFT ωB97M-V/def2-TZVPD
C 0.19156 -1.53084 0.63557
C 0.37239 1.03093 0.99160
C -0.24836 -0.17030 0.32441
N -2.44700 1.42713 0.07941
O -2.60439 -1.12399 -0.27728
S -1.88021 -0.00825 0.28124
H -0.24864 -1.75188 1.71378
H -0.26243 -2.17150 -0.07111
H 1.36092 -1.57790 0.77517
H -0.08062 1.87405 0.57089
H 1.47406 0.77577 0.82732
H 0.24549 1.14515 2.00907
H 0.08056 -1.02097 -2.47781
H -3.44824 1.56212 0.14803
H 0.33640 -0.32200 -2.85876
```

Values from the calculation:
E_HOMO (alpha / beta): -0.3151 / -0.3151 Eh
charge: 0
HOMO-LUMO gap (alpha / beta): 7.907 / 7.907 eV

iii | The following is a DFT calculation (ωB97M-V/def2-TZVPD) of an isolated molecule of C3H9NOS.

XYZ file:
```
15
C3H9NOS, DFT ωB97M-V/def2-TZVPD
O -1.27517 -1.93350 -0.13238
C -1.90313 -0.85575 -0.85581
N -1.68528 0.38573 -0.13193
C -0.32622 0.92473 -0.34366
C 0.60316 0.82777 0.87273
S 2.32375 0.43671 0.37479
H -1.16478 -1.47023 0.69717
H -1.39807 -0.81945 -1.84175
H -2.95795 -1.04336 -1.05069
H -2.49604 0.94369 -0.34929
H 0.11636 0.25262 -1.07803
H -0.39171 1.96456 -0.66338
H 0.66468 1.68565 1.54143
H 0.36022 -0.01461 1.52597
H 2.04687 -0.64844 -0.38454
```

Values from the calculation:
E_HOMO: -0.3352 Eh
charge: 0
HOMO-LUMO gap: 10.055 eV
SMILES string: OCNCCS

Which structure wins on stability? iii wins.

i | The following is a DFT calculation (ωB97M-V/def2-TZVPD) of a cluster of 2 separate species, C2H7N3 in total.

XYZ file:
```
12
C2H7N3, DFT ωB97M-V/def2-TZVPD
N 0.53888 0.32860 1.03564
N 1.24394 0.47998 -0.25460
N 0.76800 -1.01689 1.43781
H -0.55350 0.32098 0.48324
H 1.87182 -0.31036 -0.41756
H 1.80635 1.32717 -0.20851
H 0.91672 -1.03246 2.43859
H -0.01787 -1.61829 1.18461
C -1.38701 0.30316 -0.84779
C -2.35950 0.38364 -1.56768
H -3.14020 0.41426 -2.28681
H 0.31237 0.42021 -0.99695
```

Values from the calculation:
E_HOMO: -0.3275 Eh
charge: 0
HOMO-LUMO gap: 9.737 eV

ii | The following is a DFT calculation (ωB97M-V/def2-TZVPD) of an isolated molecule of C2H7N3.

XYZ file:
```
12
C2H7N3, DFT ωB97M-V/def2-TZVPD
H 1.40101 1.80573 -0.07180
N 0.46493 1.38302 0.02878
C 0.51720 0.10694 0.00496
N 1.65526 -0.66155 -0.03214
N -0.63664 -0.63545 0.06992
C -1.93886 -0.00447 -0.04168
H 2.51619 -0.16004 0.00593
H 1.64620 -1.66921 -0.04368
H -0.57643 -1.62970 0.06734
H -2.24840 0.49168 0.92032
H -2.69244 -0.79573 -0.27733
H -1.90104 0.74028 -0.84639
```

Values from the calculation:
E_HOMO: -0.3159 Eh
charge: 0
HOMO-LUMO gap: 9.486 eV
SMILES string: [H]/N=C(\N)NC

iii | The following is a DFT calculation (ωB97M-V/def2-TZVPD) of a structure of composition C2H7N3.

XYZ file:
```
12
C2H7N3, DFT ωB97M-V/def2-TZVPD
C -0.15130 -0.50212 0.46016
C -0.15818 -1.82986 0.13836
N 0.44460 0.37178 -0.41323
N 1.58368 0.97569 -0.18966
N -1.30933 0.92552 -0.38231
H -0.34023 -0.18176 1.48313
H 1.80881 1.70625 -0.85222
H 1.87745 1.08651 0.77876
H -1.71139 0.51511 -1.22122
H -1.71182 1.66939 0.18737
H 0.18833 -2.16819 -0.82894
H -0.52062 -2.56831 0.83980
```

Values from the calculation:
E_HOMO: -0.2757 Eh
charge: 0
HOMO-LUMO gap: 8.566 eV

Which structure wins on stability? ii wins.